1.
ORCA calculation (ωB97M-V/def2-TZVPD) on a structure of composition C53H48MnN5P2S.

Output
Total charge: +1
HOMO-LUMO gap (alpha / beta), eV: 8.10 / 7.95
Multiplicity: 2
HOMO (alpha / beta), eV: -9.91 / -9.78
Energy, Eh: -4553.932765

Last column: Löwdin charge in e.
Positions of all 110 atoms, in Å:
1 C -4.61 -0.94 -0.03  -0.039
2 C -1.21 3.85 1.11  -0.145
3 H 4.21 -3.77 -0.44  0.116
4 H 1.73 1.49 -5.35  0.112
5 C 7.91 0.40 -4.32  -0.076
6 H 0.77 -0.46 3.80  0.125
7 C -0.35 5.19 2.87  -0.052
8 C -0.04 2.81 2.78  -0.289
9 C 1.26 -2.44 1.55  -0.243
10 H 6.81 4.84 1.30  0.107
11 C 1.43 0.63 -4.76  -0.057
12 C -0.02 -2.41 -2.32  -0.533
13 H 6.68 6.37 -0.63  0.106
14 C 3.39 -3.41 0.16  -0.026
15 H -1.76 0.80 2.51  0.107
16 C -0.02 -1.96 2.18  -0.138
17 C -1.07 5.10 1.69  -0.052
18 Mn 0.21 -0.31 -0.34  0.536
19 C 5.78 2.64 -1.07  -0.402
20 H -1.52 5.97 1.24  0.109
21 N 1.67 -1.78 0.46  0.051
22 H -1.77 -3.18 0.38  0.083
23 C 7.33 0.72 -3.11  -0.109
24 C 4.73 0.71 2.87  -0.073
25 C 1.06 5.65 -1.80  -0.066
26 H 0.98 1.81 -3.06  0.080
27 P 2.26 1.44 -0.30  1.058
28 H -0.01 -2.20 3.25  0.134
29 C 1.00 0.81 -3.46  -0.145
30 S -0.49 -3.99 -2.86  1.038
31 H -0.84 -2.52 1.74  0.103
32 H 4.16 -0.28 -3.77  0.074
33 C -2.52 -0.43 1.03  -0.248
34 H 3.28 -0.07 -1.86  -0.009
35 C 3.25 1.68 1.22  -0.388
36 H 3.72 4.10 -0.42  0.082
37 C 1.83 3.15 -0.82  -0.357
38 H 1.83 -0.86 -6.28  0.116
39 N -0.68 2.74 1.62  0.122
40 C 6.50 4.47 0.33  -0.074
41 C -0.45 -2.08 -1.07  -0.233
42 C -1.67 -0.24 2.25  -0.116
43 C 0.67 0.18 2.91  -0.144
44 N 0.61 -0.18 -2.65  0.071
45 C 5.72 3.51 -2.16  -0.098
46 C 1.05 -1.70 -4.47  -0.021
47 H 1.04 -2.72 -4.84  0.102
48 P 5.34 0.87 -1.19  1.054
49 H -0.83 4.72 -2.24  0.111
50 H 5.32 1.99 4.49  0.108
51 H 1.53 -4.08 2.90  0.123
52 H 7.94 1.16 -2.33  0.108
53 H 3.34 1.56 -2.44  0.051
54 C 0.55 3.36 -1.33  -0.167
55 H -1.76 3.74 0.19  0.105
56 H 2.67 3.72 1.62  0.097
57 C 0.17 4.59 -1.84  -0.084
58 H 3.49 -4.96 1.64  0.117
59 H 5.99 5.52 -2.85  0.109
60 C 0.59 -1.42 -3.18  -0.290
61 H -4.61 -0.60 -2.16  0.113
62 C 4.00 2.98 3.12  -0.076
63 C 6.43 5.33 -0.75  -0.080
64 H 7.60 -0.42 -6.28  0.105
65 H -0.20 6.14 3.36  0.113
66 C 1.90 -3.58 2.01  0.008
67 C 5.97 0.49 -2.87  -0.389
68 H 4.00 3.91 3.67  0.110
69 C -4.05 -0.57 -1.24  -0.034
70 C 4.74 1.90 3.58  -0.077
71 H 3.03 6.29 -1.24  0.109
72 H -1.83 -5.18 -1.23  0.068
73 C 3.53 0.94 -1.56  -0.498
74 H -0.40 1.42 4.30  0.127
75 C 1.48 -0.66 -5.27  -0.054
76 H -4.23 -1.17 2.08  0.120
77 N -1.97 -0.10 -0.15  0.049
78 H 0.72 4.06 4.36  0.118
79 H 5.43 3.14 -3.13  0.114
80 H 1.65 0.19 2.44  0.080
81 C -2.72 -0.17 -1.25  -0.107
82 C 2.70 -2.28 -0.23  -0.113
83 H 6.24 2.45 1.01  0.093
84 H 1.27 1.79 4.08  0.114
85 H -5.63 -1.29 0.02  0.116
86 C 2.98 -4.07 1.31  -0.034
87 C 0.36 1.55 3.52  -0.105
88 H 2.96 -1.76 -1.14  0.095
89 H 0.76 6.62 -2.19  0.109
90 H 5.31 -0.14 3.22  0.111
91 C 4.00 0.61 1.70  -0.163
92 C 6.18 3.12 0.17  -0.111
93 H -2.06 -0.83 3.09  0.141
94 C 7.15 -0.17 -5.33  -0.083
95 N -0.26 -0.53 1.98  -0.159
96 C -1.22 -3.18 -0.56  -0.202
97 C -1.31 -4.26 -1.39  -0.406
98 C 5.80 -0.41 -5.11  -0.082
99 H 4.00 -0.33 1.16  0.076
100 H -2.22 0.07 -2.18  0.116
101 C 2.71 4.22 -0.79  -0.084
102 C 5.22 -0.08 -3.90  -0.098
103 C 0.17 4.03 3.43  -0.032
104 H -0.17 2.54 -1.33  0.083
105 C 3.25 2.87 1.95  -0.105
106 C 2.33 5.47 -1.27  -0.055
107 C 6.04 4.85 -2.00  -0.080
108 C -3.83 -0.88 1.12  -0.007
109 H 5.20 -0.85 -5.89  0.101
110 H 8.97 0.60 -4.48  0.107



2.
ORCA calculation (ωB97M-V/def2-TZVPD) on a structure of composition C53H50AsIrN7O6S in a non-equilibrium geometry.

Output
Total charge: +1
HOMO-LUMO gap, eV: 4.09
HOMO, eV: -8.06
Energy, Eh: -5622.397952

Last column: Löwdin charge in e.
Positions of all 119 atoms, in Å:
1 C -3.21 -1.10 -2.95  -0.269
2 H -2.32 6.74 0.99  0.097
3 H 3.01 2.77 7.83  0.098
4 H 3.41 -1.81 3.37  0.126
5 H 3.13 -3.75 4.94  0.125
6 O 2.57 0.07 1.90  -0.013
7 C -0.74 1.81 -3.22  -0.080
8 H -5.22 2.92 1.15  0.126
9 H -1.95 -3.15 -4.54  0.095
10 C 0.60 2.42 3.75  -0.004
11 H -0.44 1.83 -2.18  -0.022
12 C 2.81 3.59 1.25  -0.047
13 C 1.05 -6.88 -2.45  -0.037
14 H -0.09 -5.19 -4.23  0.129
15 H 4.72 4.93 -2.75  0.124
16 H 1.81 -6.93 -3.23  0.087
17 C 0.36 -3.52 -0.79  -0.240
18 N 2.25 2.65 -0.86  -0.081
19 H 1.47 -7.30 -1.54  0.077
20 C 0.08 -1.57 3.99  0.016
21 O 1.86 -5.20 6.36  0.091
22 H -2.67 -2.86 -1.79  0.052
23 H 1.22 -5.38 -0.18  0.121
24 Ir 1.16 1.46 0.42  1.235
25 C 2.96 2.78 4.01  0.000
26 C 1.34 -1.29 3.45  -0.133
27 H -2.66 2.13 -4.99  0.119
28 N -1.99 0.70 0.21  0.002
29 H 5.24 -0.50 -1.65  0.107
30 C 1.04 -3.42 5.15  -0.124
31 H -1.15 5.98 -0.12  0.076
32 C -2.88 -1.56 0.79  -0.124
33 C -0.37 -3.40 -3.11  -0.256
34 C -0.95 -2.76 -4.34  -0.042
35 H 1.33 -3.52 1.12  0.091
36 H -1.00 2.83 -3.52  0.089
37 C 3.90 4.37 -0.84  0.016
38 H 0.74 -0.75 -3.63  0.077
39 H -0.33 -3.01 -5.21  0.092
40 H 3.27 -0.13 -0.23  0.076
41 N 0.73 -0.03 -1.04  -0.290
42 C 3.14 -0.32 -1.29  -0.069
43 H -4.47 1.60 -6.43  0.076
44 H 0.11 1.49 -3.83  0.076
45 C -1.74 -0.70 0.34  -0.408
46 H -2.75 -2.64 0.82  0.099
47 C -3.98 -0.97 1.27  -0.112
48 C 3.01 3.55 -0.19  -0.236
49 H -4.80 -1.57 1.65  0.108
50 C 4.03 4.29 -2.22  -0.015
51 H -4.44 5.53 1.31  0.131
52 C 0.56 -2.96 0.60  -0.040
53 C 1.73 -0.71 -3.19  -0.079
54 H 4.99 -0.99 -4.06  0.102
55 S -0.44 3.27 -0.02  0.790
56 C 2.85 2.52 5.37  -0.002
57 C -0.21 -2.79 -1.85  -0.215
58 C -3.55 -2.36 -2.19  -0.042
59 C -4.25 3.36 1.01  -0.011
60 C -4.09 -0.72 -3.95  -0.009
61 H -5.83 1.02 -5.45  0.087
62 C -4.85 0.76 -5.84  -0.039
63 H -0.27 2.40 3.11  0.112
64 H -0.46 1.88 5.55  0.134
65 H -4.20 -2.11 -1.35  0.081
66 H -0.76 -0.95 3.73  0.130
67 C 1.43 1.78 7.36  -0.474
68 C -0.07 -2.65 4.85  0.030
69 C 3.24 3.39 -2.90  0.009
70 H 4.50 5.06 -0.25  0.128
71 C 1.47 -0.25 2.40  -0.600
72 C -3.90 0.42 -4.72  -0.253
73 H -0.36 -3.04 1.19  0.089
74 C 0.04 -4.72 -3.26  -0.009
75 H 1.76 1.85 -2.68  0.083
76 C 0.49 2.14 5.10  0.021
77 O 2.35 2.21 8.25  0.135
78 H -1.03 -2.91 5.27  0.127
79 C -4.12 0.46 1.29  -0.067
80 H -4.97 0.93 1.75  0.073
81 C 2.84 -0.91 -3.98  -0.067
82 H -4.08 -3.06 -2.83  0.091
83 C -3.87 4.64 1.09  -0.021
84 N -3.14 2.61 0.67  0.047
85 H -4.95 -1.36 -4.15  0.128
86 H -1.02 -1.68 -4.29  0.045
87 H -0.89 -0.83 1.01  0.037
88 C 4.25 -0.55 -2.09  -0.078
89 C -2.08 -0.30 -2.70  -0.222
90 N -2.52 4.68 0.80  -0.124
91 H -0.95 5.80 1.63  0.091
92 O 0.50 1.12 7.72  0.143
93 C -3.09 1.17 0.72  -0.340
94 N 0.86 -4.63 5.98  -0.349
95 C -2.82 1.22 -4.42  -0.007
96 H 3.75 2.53 5.97  0.121
97 C 2.30 -3.13 4.66  0.023
98 H 3.38 4.29 1.86  0.148
99 C -2.08 3.43 0.53  -0.553
100 H 3.93 2.99 3.59  0.120
101 C 1.84 2.70 3.20  -0.244
102 O -0.28 -4.99 6.20  0.093
103 H 2.71 -1.13 -5.04  0.109
104 C 1.62 2.17 5.92  -0.115
105 C -1.68 5.88 0.83  -0.036
106 C 0.77 -4.83 -1.01  -0.002
107 C 4.12 -0.83 -3.44  -0.094
108 N 1.93 2.83 1.77  -0.063
109 C 2.37 2.58 -2.18  -0.078
110 H 3.29 3.29 -3.97  0.126
111 C 0.61 -5.46 -2.23  -0.248
112 O 0.40 0.28 1.95  -0.193
113 C 1.85 -0.37 -1.83  -0.417
114 H 0.87 -1.92 0.56  0.042
115 C 2.44 -2.06 3.80  0.013
116 C -1.90 0.89 -3.43  -0.257
117 H -4.98 -0.09 -6.51  0.085
118 H 0.21 -7.50 -2.77  0.087
119 As -0.78 -0.97 -1.40  1.439



3.
ORCA calculation (ωB97M-V/def2-TZVPD) on a structure of composition C53H50BN10O2SSeTi in a non-equilibrium geometry.

Output
Total charge: 0
HOMO-LUMO gap (alpha / beta), eV: 5.74 / 5.82
Multiplicity: 2
HOMO (alpha / beta), eV: -5.49 / -5.49
Energy, Eh: -6421.814211

Last column: Löwdin charge in e.
Positions of all 119 atoms, in Å:
1 H -1.08 5.94 4.43  0.102
2 H 4.55 -0.41 5.15  0.084
3 H 0.94 3.50 1.55  0.084
4 H 3.64 4.99 -1.01  0.102
5 N -0.29 -1.95 1.63  0.034
6 C 3.72 -4.27 0.72  -0.014
7 C -0.86 -0.77 -4.44  -0.057
8 H 2.24 4.61 -3.05  0.111
9 C -3.83 -1.07 -2.15  -0.635
10 H 4.72 -1.35 3.66  0.090
11 H -5.70 -1.38 2.28  0.101
12 N -1.09 1.00 1.43  -0.086
13 H -3.31 -1.29 2.81  0.091
14 C 6.66 1.15 -1.87  -0.087
15 H 0.69 -5.58 3.76  0.085
16 H -0.15 5.62 2.16  0.108
17 H -1.56 -4.83 2.56  0.124
18 Se -2.99 0.07 -0.87  0.748
19 C 2.89 3.22 -0.05  -0.140
20 H -6.52 -2.85 0.47  0.103
21 C 2.99 4.13 -1.09  -0.065
22 C 4.24 -2.25 -0.81  0.031
23 N 2.70 -1.98 0.73  0.023
24 C -1.62 0.69 2.63  -0.146
25 H -2.85 0.66 -7.64  0.076
26 C 3.74 -0.93 -0.83  -0.227
27 C 2.48 1.04 4.17  0.038
28 C -3.22 -3.54 0.29  -0.046
29 H 3.49 3.32 0.85  0.117
30 H -0.40 -1.75 -4.39  0.124
31 C 5.83 0.26 -1.21  -0.037
32 C -2.58 1.47 -6.97  -0.048
33 C -1.60 2.09 0.82  -0.230
34 C 4.01 0.89 -2.63  -0.035
35 H 2.11 -5.07 2.86  0.062
36 H 1.67 -4.23 4.34  0.086
37 C 1.46 1.37 3.27  -0.191
38 C 1.33 1.95 -1.16  -0.394
39 C 2.21 3.91 -2.22  -0.066
40 H 2.89 -2.73 2.83  0.113
41 O -0.14 -1.41 -1.02  -0.399
42 C 4.84 1.81 -3.26  -0.081
43 H -4.66 3.90 2.55  0.104
44 H -2.17 -2.40 -2.31  0.080
45 H -1.82 2.08 -7.47  0.084
46 N -4.14 3.29 3.15  0.142
47 H -3.20 -3.80 -4.07  0.097
48 C -2.74 -2.68 1.28  -0.202
49 C 6.16 1.95 -2.89  -0.095
50 H -2.39 2.76 -4.59  0.118
51 H 5.00 -2.65 -1.45  0.121
52 C -5.47 -2.81 0.70  -0.081
53 C -0.81 0.06 -3.34  -0.317
54 C -3.17 2.52 2.57  -0.293
55 C 4.48 0.13 -1.58  -0.148
56 H 4.04 -4.25 1.76  0.073
57 C 0.39 -3.80 2.69  -0.253
58 H -1.54 -0.99 -6.46  0.115
59 C 1.39 2.80 -2.28  -0.011
60 H 6.80 2.66 -3.39  0.099
61 H -1.16 2.34 -0.14  0.090
62 C -1.37 1.33 -3.38  -0.132
63 H 3.63 -1.90 4.92  0.083
64 C 4.02 -1.02 4.42  -0.009
65 C -5.13 -0.81 -2.59  -0.150
66 H -1.37 1.95 -2.50  0.076
67 N 0.75 -2.58 2.24  0.042
68 H -6.74 -1.41 -3.87  0.092
69 H -3.00 1.12 4.20  0.123
70 S 0.28 -0.39 -2.01  0.632
71 C -1.49 -0.34 -5.60  -0.025
72 C 1.27 -4.72 3.45  -0.010
73 C -3.65 -1.92 2.00  -0.066
74 C -3.75 -2.96 -3.66  -0.110
75 N 2.77 -0.79 0.08  0.105
76 H 3.01 0.73 -2.99  0.081
77 H 0.26 2.02 5.50  0.118
78 C -2.02 0.95 -5.68  -0.262
79 H -4.93 -4.24 -0.79  0.109
80 C 0.16 2.81 4.76  -0.045
81 C -1.33 -2.80 1.70  -0.199
82 H -5.49 -3.30 -4.86  0.088
83 H 6.22 -0.35 -0.41  0.113
84 C -2.63 1.41 3.23  -0.004
85 C -0.93 -3.98 2.35  0.045
86 C -1.97 1.76 -4.55  -0.024
87 C 2.93 -0.21 3.81  -0.244
88 N 2.06 2.17 -0.07  0.113
89 N 2.20 -0.61 2.76  0.043
90 B 2.18 -2.03 2.17  -0.525
91 H 2.85 1.67 4.97  0.123
92 C -2.61 2.86 1.33  -0.017
93 C 0.68 2.61 3.47  -0.171
94 C -4.57 -3.59 -0.01  -0.078
95 H -3.45 2.09 -6.79  0.079
96 C 3.56 -2.88 0.20  -0.259
97 H 7.71 1.21 -1.59  0.100
98 H 4.48 -4.79 0.14  0.084
99 Ti 0.36 -0.16 0.64  1.017
100 C -0.60 5.00 4.16  -0.086
101 O 1.47 -0.79 -2.73  -0.268
102 C -5.73 -1.62 -3.55  -0.112
103 C -5.01 -1.98 1.71  -0.085
104 C 0.54 3.63 2.54  -0.032
105 H 4.44 2.41 -4.07  0.105
106 H -2.97 3.71 0.78  0.126
107 H -5.67 0.02 -2.16  0.084
108 H -4.66 2.87 3.90  0.101
109 C -5.03 -2.69 -4.10  -0.123
110 C -0.49 3.98 5.09  -0.080
111 H -1.21 -0.17 3.13  0.117
112 H 0.80 2.59 -3.15  0.105
113 C -3.16 -2.17 -2.68  -0.174
114 C -0.08 4.82 2.89  -0.074
115 N 1.31 0.34 2.39  0.006
116 N 0.48 0.87 -1.04  -0.238
117 H -2.53 -4.17 -0.25  0.123
118 H -0.90 4.11 6.09  0.103
119 H 2.79 -4.82 0.65  0.086



4.
ORCA calculation (ωB97M-V/def2-TZVPD) on a cluster of 8 separate species, C53H50N9O18 in total in a non-equilibrium geometry.

Output
Total charge: +1
HOMO-LUMO gap, eV: 6.46
HOMO, eV: -11.27
Energy, Eh: -3895.894983

Last column: Löwdin charge in e.
Positions of all 130 atoms, in Å:
1 C -2.15 -1.26 -0.91  -0.386
2 N 3.71 -4.75 2.40  -0.339
3 H 7.32 5.43 -4.62  0.106
4 C 0.00 -0.49 0.28  -0.181
5 H 3.50 0.29 -6.41  0.114
6 C -9.17 2.42 3.94  -0.146
7 C 3.80 0.30 -4.28  -0.054
8 C -1.78 1.08 -0.11  0.055
9 H 1.87 -3.14 2.35  0.059
10 O 3.46 0.78 2.72  0.042
11 O 4.04 -1.28 2.48  0.070
12 H -8.11 4.21 3.37  0.117
13 H 1.70 0.34 1.26  0.132
14 H 9.39 5.80 -3.35  0.117
15 C 8.76 7.71 -2.60  -0.150
16 C 5.21 1.61 0.81  -0.009
17 C 4.43 -4.87 3.68  -0.138
18 N -10.83 -3.43 3.35  -0.352
19 H -9.62 -1.11 2.79  0.095
20 C 6.70 -0.35 -0.48  -0.047
21 C -7.73 -2.80 0.55  -0.065
22 H -2.77 1.37 -0.45  0.145
23 C 3.71 2.28 -5.64  0.006
24 H -9.71 -5.27 1.75  0.121
25 C -9.29 -4.28 1.62  0.000
26 N -8.01 1.55 3.73  -0.340
27 H -0.09 -1.78 2.22  0.118
28 C -4.40 -1.49 -1.50  -0.155
29 H 6.25 3.01 -0.44  0.115
30 C 8.61 6.54 -3.33  -0.007
31 H 3.33 -6.61 4.30  0.121
32 C 6.60 8.46 -3.30  -0.058
33 H -10.05 5.67 3.76  0.110
34 O 3.78 5.00 -5.71  0.087
35 N 4.12 -0.11 2.20  -0.343
36 O 4.02 -3.86 1.64  0.041
37 C 3.91 3.04 -4.50  -0.147
38 H 5.52 7.12 -4.58  0.092
39 H 1.52 -1.69 0.35  0.120
40 H 3.60 2.75 -6.61  0.123
41 H -1.41 3.05 0.63  0.153
42 H 1.23 -4.29 1.07  0.084
43 H -7.80 -0.74 1.17  0.093
44 C 4.07 2.46 -3.26  -0.012
45 C -0.64 -3.08 -6.18  -0.056
46 C 3.66 0.90 -5.53  -0.043
47 C 6.11 -4.08 5.18  -0.057
48 C 0.00 -2.54 1.42  -0.212
49 C -10.37 1.87 4.37  0.004
50 H 4.12 0.61 -2.18  0.095
51 O -11.23 -2.46 3.97  0.075
52 C 7.76 8.68 -2.58  -0.002
53 N 3.95 4.51 -4.61  -0.346
54 H 3.75 -0.77 -4.19  0.063
55 H 5.68 -1.75 0.77  0.116
56 C -8.22 -1.73 1.30  -0.056
57 C -4.90 -0.92 0.70  -0.486
58 O 2.84 -2.74 -3.05  0.076
59 O -6.97 2.06 3.38  0.071
60 H -2.61 -3.35 -5.39  0.110
61 O -5.61 0.03 0.48  0.130
62 H 6.35 -5.21 6.98  0.112
63 O -3.22 -0.70 -1.56  0.034
64 N 0.52 -1.80 0.21  0.052
65 C -11.34 4.07 4.38  -0.063
66 C 1.11 -2.91 -4.56  -0.141
67 H -5.22 -0.86 -1.87  0.153
68 H -10.46 0.81 4.54  0.118
69 H -1.86 -3.35 -3.04  0.088
70 H -3.70 -0.08 2.26  0.091
71 O 10.84 7.07 -1.88  0.076
72 C 0.71 -2.91 -5.89  0.004
73 C 5.80 -0.71 0.51  0.010
74 O -4.70 -1.96 -0.21  -0.004
75 C -1.29 -0.22 -0.23  0.021
76 H 7.88 9.59 -2.01  0.120
77 C -10.14 4.61 3.93  -0.063
78 H -12.39 2.28 4.94  0.113
79 C -11.45 2.70 4.59  -0.056
80 C -9.76 -3.21 2.37  -0.137
81 C 4.11 -5.90 4.54  0.003
82 O 4.14 5.14 -3.59  0.064
83 H 4.57 -6.83 6.41  0.112
84 C -9.24 -1.94 2.21  -0.001
85 C 7.44 6.34 -4.05  -0.068
86 H -7.89 -4.90 0.13  0.109
87 H 0.50 -4.19 2.66  0.095
88 C 4.01 1.08 -3.15  -0.059
89 H 0.52 -3.07 -2.50  0.108
90 C 0.71 0.54 0.86  0.051
91 C 6.12 1.97 -0.18  -0.070
92 O -8.17 0.36 3.92  0.060
93 C 1.00 -3.60 1.88  -0.083
94 H 5.81 9.21 -3.29  0.110
95 H -4.83 -1.36 2.78  0.105
96 H 7.58 1.27 -1.58  0.118
97 H 1.43 -2.79 -6.69  0.122
98 C -1.56 -3.23 -5.16  -0.058
99 H -4.35 -2.35 -2.18  0.151
100 H -12.19 4.72 4.55  0.111
101 H 5.66 -3.14 3.30  0.103
102 C 4.81 -6.02 5.73  -0.058
103 O 3.31 -2.54 -5.14  0.063
104 C -8.27 -4.07 0.71  -0.058
105 H -6.93 -2.64 -0.15  0.087
106 N 0.20 1.77 0.96  0.136
107 O 2.83 -5.55 2.16  0.061
108 N 2.53 -2.72 -4.23  -0.352
109 C -4.12 -1.06 2.00  0.050
110 N 9.98 7.92 -1.82  -0.356
111 H 4.23 3.06 -2.38  0.106
112 H -1.00 -2.97 1.26  0.105
113 C 5.42 -3.95 3.98  -0.003
114 C -9.05 3.78 3.71  -0.006
115 C 0.20 -3.07 -3.53  0.001
116 H 6.89 -3.37 5.43  0.111
117 H -0.96 -3.08 -7.22  0.112
118 H -3.34 -1.82 1.92  0.079
119 C -1.14 -3.22 -3.84  -0.063
120 O -1.93 -2.44 -0.93  0.156
121 C 6.44 7.29 -4.03  -0.076
122 H 0.78 2.47 1.40  0.194
123 C -1.02 2.04 0.50  -0.014
124 H 7.29 -1.11 -0.98  0.118
125 O -11.25 -4.56 3.49  0.086
126 H 4.63 2.38 1.30  0.116
127 C 5.06 0.28 1.14  -0.152
128 C 5.81 -5.11 6.05  -0.061
129 C 6.87 0.99 -0.82  -0.057
130 O 10.07 8.94 -1.17  0.081